(1)
18
Properties=species:S:1:pos:R:3:forces:R:3 method="wB97M-V/def2-TZVPD" molar_mass_g_mol=114.2 smiles="CN(N)C#N.C=CN" homo_lumo_gap_ha=0.29483 e_tot_ha=-377.268486 e_homo_ha=-0.2961 e_lumo_ev=-0.03
C 2.270733 -0.052655 -0.375346 0.00 0.40 0.57
N 0.970663 -0.203824 0.277510 -0.97 1.06 -0.23
N 1.017978 -1.231630 1.272643 0.24 -0.16 -0.18
C 0.230427 0.975294 0.614050 4.90 -0.37 0.38
N 0.428733 2.104083 0.892730 -1.50 -0.94 -0.38
H 2.272549 0.815936 -1.029957 -0.19 -0.02 0.01
H 2.484456 -0.944541 -0.969816 -0.19 0.02 0.04
H 3.068276 0.054927 0.359032 0.14 0.09 0.10
H 0.302599 -1.108342 1.983982 0.07 0.06 -0.33
H 0.865154 -2.106897 0.770787 -0.34 0.15 0.37
C -1.532938 -0.953459 -0.309972 -1.38 2.03 0.43
C -1.688607 0.382615 0.037172 -2.51 -2.56 -2.03
N -1.932252 1.360406 -0.971025 0.13 -0.53 1.39
H -1.466343 -1.252593 -1.347289 0.51 0.14 -0.11
H -1.781050 -1.756382 0.365123 0.27 0.10 0.37
H -2.168539 0.584192 0.990966 0.48 0.24 0.09
H -1.640258 2.279488 -0.652112 0.14 -0.16 -0.74
H -1.701583 1.053379 -1.908480 0.20 0.49 0.25



(2)
18
Properties=species:S:1:pos:R:3:forces:R:3 method="wB97M-V/def2-TZVPD" molar_mass_g_mol=114.2 homo_lumo_gap_ha=0.31482 e_tot_ha=-377.117996 e_homo_ha=-0.2913 e_lumo_ev=0.64
C -0.218766 -0.723203 0.144866 2.30 2.11 -3.34
C -0.622737 -0.256920 -1.265192 0.41 -1.23 0.76
C -0.332128 1.188037 -1.622456 0.96 -1.61 -3.33
C 0.567530 1.999512 -1.108027 -0.69 2.69 -2.09
H 2.026240 -0.525058 1.225169 -1.30 -4.08 2.66
H 0.630577 -1.787300 2.358899 3.04 0.60 -4.69
H 1.561464 -1.331943 -0.583745 1.54 0.31 -1.70
H -0.244497 -1.041013 -1.971568 -0.14 1.07 0.20
H -1.662327 -0.321763 -1.308936 -2.00 -0.53 -0.40
H -0.609788 1.392346 -2.745082 -0.07 -0.09 2.40
H 0.639395 2.963700 -1.750902 0.52 -1.52 1.67
H 1.085706 1.878571 -0.190319 0.31 -0.04 0.71
H -1.667614 1.273208 -0.034397 0.19 -0.82 4.93
H -1.187431 1.784677 1.911346 -1.55 -3.57 -3.29
N 1.496563 -1.801077 1.327310 1.54 4.60 3.19
N 0.918528 -1.555041 0.097700 -5.47 -2.07 1.80
N -0.421446 0.016516 1.140073 -1.05 -0.27 2.32
N -1.555803 0.835319 1.176972 1.46 4.44 -1.80



(3)
18
Properties=species:S:1:pos:R:3:forces:R:3 method="wB97M-V/def2-TZVPD" molar_mass_g_mol=114.2 smiles="C[C@@]1([NH3+])CN1N=C=[NH2+]" homo_lumo_gap_ha=0.41887 total_charge=+2 e_tot_ha=-376.637802 e_homo_ha=-0.6944 e_lumo_ev=-7.50
C 0.907643 -1.523566 -0.430374 1.01 6.42 1.70
C -0.404486 -0.780683 -0.258749 -0.72 -0.58 0.95
N -1.370191 -1.171538 -1.396888 1.28 1.51 0.21
C -0.969595 -0.906717 1.123244 -0.90 0.99 1.71
N -0.681768 0.438151 0.479316 -0.33 -0.85 -0.76
N 0.081856 1.488542 0.747699 2.45 0.35 0.27
C 0.924067 2.325673 0.687998 -4.02 -3.42 0.06
N 1.583803 3.391229 0.694017 -0.69 1.91 -0.73
H 0.631886 -2.450965 -0.220234 -0.34 -4.49 0.48
H 1.540330 -1.077936 0.445106 -0.57 -1.21 -1.80
H 1.313266 -1.278534 -1.386140 0.78 -0.37 -0.59
H -1.665533 -0.385979 -1.976600 0.65 0.42 -0.49
H -2.267977 -1.375298 -0.973379 -0.23 -1.57 -0.09
H -0.799432 -1.842176 -1.970216 -1.69 0.06 0.37
H -0.387391 -1.403877 1.970944 -0.30 1.08 -1.42
H -2.071485 -0.935732 1.347636 1.11 -0.24 -0.53
H 1.067422 4.265551 0.372250 1.49 -1.06 0.59
H 2.567584 3.223855 0.744368 1.01 1.05 0.07



(4)
18
Properties=species:S:1:pos:R:3:forces:R:3 method="wB97M-V/def2-TZVPD" molar_mass_g_mol=114.2 smiles="C[C@@]1([NH3+])CN1N=C=[NH2+]" homo_lumo_gap_ha=0.41655 total_charge=+2 e_tot_ha=-376.654972 e_homo_ha=-0.7000 e_lumo_ev=-7.71
C 1.033307 1.297619 -0.129345 1.61 2.38 -0.41
C 0.978377 -0.103937 0.037374 0.41 -4.10 0.31
N 2.256310 -0.769042 -0.593733 -4.42 0.89 -0.34
C 0.210073 -0.778764 1.137921 2.55 0.15 1.17
N -0.227829 -0.828104 -0.214401 1.05 -0.86 0.57
N -1.301419 -0.198314 -0.552097 -3.89 1.45 -1.23
C -2.450197 -0.135115 -0.248484 4.54 -0.61 -0.99
N -3.614153 0.110092 0.039989 -3.33 1.11 0.56
H 0.496275 1.855601 0.604807 -0.14 0.34 0.70
H 0.666937 1.600534 -1.071553 -0.69 0.29 -1.32
H 2.084705 1.613641 -0.180570 -0.30 0.37 0.58
H 2.109398 -0.541337 -1.542509 0.14 -0.16 -2.03
H 2.515735 -1.710170 -0.511611 0.00 -2.10 0.60
H 2.946161 -0.188016 -0.319357 3.59 2.12 1.46
H 0.057103 -0.037608 1.931078 -1.27 -0.33 -0.40
H 0.498395 -1.753277 1.443870 0.34 -0.59 0.67
H -4.398150 -0.442533 -0.282841 -0.18 -0.34 -0.17
H -3.861026 1.008737 0.451468 -0.02 -0.02 0.27



(5)
18
Properties=species:S:1:pos:R:3:forces:R:3 method="wB97M-V/def2-TZVPD" molar_mass_g_mol=114.2 homo_lumo_gap_ha=0.33010 total_charge=+2 e_tot_ha=-376.763951 e_homo_ha=-0.6652 e_lumo_ev=-9.12
C 2.209062 -1.107384 0.544312 0.08 0.43 -1.29
C -1.837742 1.287109 -0.702618 -1.92 0.17 -2.05
C 2.970525 -2.046831 2.601547 0.52 -0.29 0.34
C -3.327165 1.530019 -2.740870 -1.26 0.21 -1.60
N 2.075688 -1.471103 1.902961 -0.65 0.01 0.75
N -2.547069 1.354976 -1.613629 2.05 -0.24 2.51
N 1.300617 -0.399904 0.044668 0.18 -0.23 0.30
N -1.121242 1.179049 0.345003 0.70 0.08 1.07
H 3.114955 -1.478879 0.060042 -0.11 0.05 0.04
H 2.801760 -2.264984 3.652309 -0.17 0.03 -0.08
H 3.930701 -2.322069 2.167099 -0.14 0.09 -0.12
H -3.581524 2.586430 -2.851198 0.04 -0.09 0.02
H -2.762043 1.212297 -3.619151 -0.03 0.02 0.07
H -4.238973 0.934553 -2.659809 0.12 0.08 -0.03
H 1.169109 -1.221831 2.320418 0.33 -0.08 -0.01
H 1.440122 -0.155719 -0.935875 0.36 -0.22 0.04
H -1.349385 1.738822 1.158538 0.00 0.00 -0.07
H -0.247394 0.645449 0.326252 -0.10 -0.02 0.09



(6)
21
Properties=species:S:1:pos:R:3:forces:R:3 method="wB97M-V/def2-TZVPD" molar_mass_g_mol=162.1 homo_lumo_gap_ha=0.36884 e_tot_ha=-603.041750 e_homo_ha=-0.3441 e_lumo_ev=0.67
H -2.535668 0.379375 0.979384 0.98 0.19 0.12
N -1.555519 0.091370 1.143079 -0.34 -0.76 -0.79
C -0.721096 0.504240 0.238001 0.29 -0.04 0.99
C -1.184764 1.581198 -0.730881 -0.74 -2.19 0.05
N -1.593019 1.152189 -1.960884 1.45 -3.05 -0.21
O -1.438777 2.647942 -0.256399 0.15 1.64 -0.10
N 0.580249 0.122235 0.262678 -0.40 -0.14 -2.65
C 1.490869 0.559265 -0.844808 0.58 1.42 0.67
C 1.087955 -0.943692 1.100426 -1.55 0.33 1.60
H -1.337846 0.217769 -2.441359 -0.41 2.11 1.78
H -1.800061 1.870901 -2.570919 -0.74 1.67 -1.46
H 1.654403 0.033036 -1.832052 -0.55 -0.74 1.52
H 1.082517 1.542723 -1.265564 1.07 -0.88 1.18
H 2.484306 0.613101 -0.253591 -1.27 0.53 -1.66
H 1.255956 -1.909083 0.597365 -0.53 0.31 0.22
H 2.008406 -0.578396 1.441491 1.76 0.24 0.44
H 0.478111 -0.958989 2.075216 0.57 -0.53 -1.75
O -1.090897 -1.777481 -1.468855 -0.14 -1.20 1.56
N -1.246564 -2.742746 -0.715560 0.23 0.73 -2.52
O -1.487000 -2.496678 0.514383 0.12 0.85 1.59
H -1.416422 -1.469281 0.837099 -0.55 -0.51 -0.57



(7)
19
Properties=species:S:1:pos:R:3:forces:R:3 method="wB97M-V/def2-TZVPD" molar_mass_g_mol=146.2 homo_lumo_gap_ha="0.28061 / 0.28059" e_tot_ha=-775.406275 e_homo_ha="-0.2793 / -0.2792" e_lumo_ev="0.04 / 0.04"
C 0.457049 0.152662 0.674284 0.05 -2.07 0.70
C -2.815670 -0.295264 0.787566 -1.74 -0.75 -2.41
C 2.889736 1.456416 0.331358 -1.01 1.16 0.85
C -1.909443 -0.662729 -0.365715 1.32 -2.77 0.44
N 1.734314 -0.035641 0.423845 -3.71 -0.70 -1.39
N 1.673631 -0.960686 -0.734685 2.83 -0.36 0.06
N 0.327290 -1.092843 -1.186318 0.70 -1.10 0.49
N -0.445523 -0.777434 -0.028471 1.70 2.28 1.28
S 2.255544 2.127428 -1.063577 0.46 0.98 -0.52
H 0.138163 0.689761 1.567181 -0.07 0.05 -0.44
H -3.856054 -0.690615 0.540643 1.29 0.61 0.39
H -2.499245 -0.742203 1.655939 0.74 -1.44 2.04
H -2.893560 0.724246 1.013597 -0.07 1.69 -0.08
H 3.887696 1.048675 0.246037 0.00 -0.51 0.38
H 2.636635 1.884376 1.376245 0.36 -0.88 -1.70
H -2.092526 -1.766428 -0.636093 -0.06 1.63 0.26
H -2.033060 -0.118664 -1.277590 -0.21 0.79 -0.49
H 0.208731 -0.350575 -1.808168 -0.71 1.86 -1.57
H 2.336299 -0.590485 -1.516078 -1.86 -0.48 1.70



(8)
19
Properties=species:S:1:pos:R:3:forces:R:3 method="wB97M-V/def2-TZVPD" molar_mass_g_mol=146.2 smiles="C=[NH+]C(=[NH2+])C/C(N)=N/S" homo_lumo_gap_ha="0.15437 / 0.10702" total_charge=+2 e_tot_ha=-774.898470 e_homo_ha="-0.5555 / -0.5348" e_lumo_ev="-10.91 / -11.64"
C 1.456566 -2.077554 0.579269 -0.42 0.70 -0.40
N 1.533816 -1.111929 -0.315518 1.15 -1.77 -0.15
C 0.942409 0.112018 -0.345177 -0.98 2.66 -0.73
N 1.239630 0.910043 -1.357771 0.02 -1.51 1.19
C 0.016283 0.590883 0.722599 -0.17 0.01 0.24
C -1.458678 0.592932 0.304166 -0.60 -1.84 -1.01
N -2.113487 1.743731 0.391370 -0.39 1.23 0.30
N -1.936719 -0.539309 -0.114465 2.29 0.39 0.84
S -3.508982 -0.894661 -0.373995 -0.71 -0.19 -0.40
H 0.809805 -2.005805 1.438060 -0.14 0.19 0.15
H 2.042118 -2.971781 0.437516 0.19 -0.13 -0.21
H 2.161731 -1.296294 -1.105397 -0.07 -0.15 0.17
H 0.868624 1.848412 -1.433426 -0.22 0.10 0.13
H 1.899662 0.640494 -2.078747 0.01 0.04 -0.19
H 0.297778 1.608929 0.999586 0.26 -0.05 0.00
H 0.105814 -0.030859 1.616963 0.02 0.17 -0.08
H -1.704626 2.582958 0.777212 -0.13 -0.15 0.02
H -3.098958 1.798309 0.164971 0.11 -0.05 0.04
H -3.260043 -2.152782 -0.810306 -0.21 0.34 0.11



(9)
20
Properties=species:S:1:pos:R:3:forces:R:3 method="wB97M-V/def2-TZVPD" molar_mass_g_mol=144.2 multiplicity=3 homo_lumo_gap_ha="0.18382 / 0.27516" total_charge=+1 e_tot_ha=-506.915618 e_homo_ha="-0.3621 / -0.5070" e_lumo_ev="-4.85 / -6.31"
C 1.535391 0.366219 0.346740 -0.30 -3.95 3.88
C -1.601882 -1.673057 -0.117142 -0.43 2.41 -0.57
C 0.943271 -0.902989 -0.156420 -0.58 0.90 -2.31
C -0.503729 -0.778095 -0.588013 0.84 2.19 -0.22
N 1.733195 1.404519 -0.343799 -3.17 1.44 -2.76
N -0.875293 0.186192 -1.418278 0.09 -0.85 0.52
N -1.635605 -0.902173 1.762535 -1.88 0.74 0.96
N 2.265034 3.513936 -0.851663 -0.62 0.09 -0.51
N 2.422057 2.326032 -0.642311 3.17 1.81 0.99
O -2.759831 -1.446659 -0.397061 -0.28 -0.39 -0.81
H 1.560722 0.317315 1.461574 0.44 0.90 -0.83
H -1.109781 -2.510266 0.196671 0.34 -3.30 1.07
H 1.382089 -1.194565 -1.099196 0.96 -0.26 -0.42
H 1.183276 -1.636729 0.558480 -0.36 -1.17 0.81
H -1.907783 0.132058 -1.536572 0.68 0.66 -0.43
H -0.881528 -0.618174 2.425316 -1.27 -0.72 -0.06
H -2.049214 -0.010274 1.387050 0.45 -1.12 0.68
H 3.043741 4.038067 -1.250544 0.08 -0.20 -0.04
H -2.521500 -1.464487 2.140855 2.88 1.57 -0.49
H -0.222631 0.853128 -1.878222 -1.05 -0.77 0.55



(10)
16
Properties=species:S:1:pos:R:3:forces:R:3 method="wB97M-V/def2-TZVPD" molar_mass_g_mol=88.1 smiles=CNCCC[O-] homo_lumo_gap_ha=0.23329 total_charge=-1 e_tot_ha=-288.288410 e_homo_ha=-0.0742 e_lumo_ev=4.33
C -0.844874 0.250442 -1.927435 -2.79 -1.08 -0.25
N -1.155876 0.669894 -0.489316 -0.16 -0.42 -3.00
C -0.907034 -0.310370 0.570833 1.51 1.44 0.45
C 0.333558 0.234216 1.264296 0.10 -1.15 2.26
C 1.612646 -0.459037 0.775223 0.11 -3.29 2.47
O 1.632752 -1.309554 -0.212901 -0.81 -0.44 -1.78
H -1.733449 0.653053 -2.510276 0.16 -1.11 0.40
H -0.800482 -0.955754 -2.073138 0.36 3.27 0.39
H -0.140364 0.868586 -2.503055 1.13 -0.79 0.94
H -0.654744 1.560330 -0.400920 -0.21 -0.94 0.67
H -0.662331 -1.340659 0.205089 -0.32 0.92 0.03
H -1.670878 -0.279450 1.346573 -0.75 -0.31 -0.46
H 0.470684 1.333497 1.064649 -0.58 -0.79 0.92
H 0.387929 -0.148258 2.404555 -0.80 1.95 -2.11
H 2.303980 0.307865 0.690184 2.24 1.94 0.04
H 1.828483 -1.074803 1.795640 0.81 0.81 -0.97



(11)
16
Properties=species:S:1:pos:R:3:forces:R:3 method="wB97M-V/def2-TZVPD" molar_mass_g_mol=88.1 smiles=CN[C@@H](C)C[O-] homo_lumo_gap_ha=0.24366 total_charge=-1 e_tot_ha=-288.367757 e_homo_ha=-0.0879 e_lumo_ev=4.24
C 1.564852 0.150041 0.973136 -0.12 -0.85 -0.92
N 0.220685 -0.368905 1.184832 -0.24 0.39 -0.46
C -0.773349 -0.047619 0.130933 -0.83 0.19 -0.14
C -0.725992 1.357049 -0.464552 0.80 0.24 1.66
C -0.679844 -1.154177 -0.942534 0.76 -0.95 0.31
O -0.595056 -2.388406 -0.366605 -0.03 0.25 -0.08
H 1.825697 0.346252 -0.077717 -0.12 -0.05 -0.13
H 2.215562 -0.680744 1.243514 0.51 0.39 0.46
H 1.779729 1.078361 1.493141 0.05 0.03 0.50
H 0.237744 -1.391537 0.994159 0.04 0.04 0.35
H -1.738477 -0.133596 0.655374 -0.02 -0.19 -0.31
H -1.383861 1.488956 -1.310290 0.08 -0.11 -0.45
H -1.028736 2.062780 0.308586 -0.45 0.21 0.14
H 0.306549 1.683111 -0.615441 -0.08 -0.18 -0.83
H -1.491846 -1.089525 -1.697627 -0.23 0.43 0.10
H 0.266341 -0.912035 -1.508914 -0.11 0.17 -0.20



(12)
16
Properties=species:S:1:pos:R:3:forces:R:3 method="wB97M-V/def2-TZVPD" molar_mass_g_mol=88.1 homo_lumo_gap_ha="0.23620 / 0.40273" total_charge=+1 e_tot_ha=-287.964547 e_homo_ha="-0.4405 / -0.5257" e_lumo_ev="-5.56 / -3.35"
C 0.960358 0.533493 0.203321 -0.35 0.51 -0.59
C -0.045711 -0.547092 0.215834 0.46 -0.75 -1.17
C 2.143761 0.529445 -0.718193 0.02 -0.14 -0.02
C -3.519462 0.359218 -0.042056 0.36 -0.12 0.09
N 0.955581 -0.489771 1.293604 0.12 -0.67 0.80
O 0.026945 -1.673977 -0.533121 -0.01 0.82 1.06
H 0.630298 1.510626 0.537672 -0.04 -0.09 0.17
H 2.987023 1.039694 -0.256801 0.01 0.02 0.03
H 1.893366 1.062974 -1.633841 -0.05 0.02 0.01
H 2.434510 -0.485951 -0.982512 0.04 -0.03 -0.04
H -4.004777 -0.303644 0.645869 -0.12 -0.14 0.14
H -3.232196 1.341402 0.273589 0.00 0.28 0.06
H -3.382637 0.063975 -1.062877 -0.03 -0.05 -0.26
H 1.700862 -1.191258 1.279229 -0.15 0.11 -0.07
H 0.663059 -0.237798 2.234828 -0.08 0.07 -0.08
H -0.210975 -1.511339 -1.454545 -0.18 0.15 -0.11